Below is a structure of composition C19H15F5MnNO5STe, with properties calculated with ωB97M-V/def2-TZVPD.

The total charge is 0. The calculation puts the HOMO-LUMO gap (alpha / beta) at 8.16 / 8.14 eV. The total energy is -3480.56738 Ha. For the LUMO energy (alpha / beta), the calculation gives -0.7 / -0.7 eV. The value obtained for the HOMO energy (alpha / beta) is -0.3265 / -0.3257 Ha. Its expectation value of S² is 2.023. Its spin multiplicity is 3. For the energy relative to the best compared isomer or geometry (same formula, charge and spin), the calculation gives 0.0000 eV.

Each line ends with the natural charge from an NBO analysis.
CARTESIAN COORDINATES (ANGSTROEM)
Mn (-0.729, -1.646, -0.286)  1.22
O (0.908, -2.302, -0.991)  -0.56
N (1.716, -3.004, -0.182)  0.00
C (2.815, -3.546, -0.752)  0.05
C (3.707, -4.248, 0.004)  -0.27
C (3.458, -4.393, 1.375)  -0.15
C (2.331, -3.841, 1.924)  -0.23
C (1.420, -3.127, 1.127)  0.04
S (-0.041, -2.452, 1.711)  0.01
H (2.895, -3.369, -1.813)  0.24
H (4.579, -4.678, -0.467)  0.24
H (4.150, -4.942, 1.998)  0.23
H (2.105, -3.941, 2.976)  0.24
O (0.146, 0.165, -0.090)  -0.70
C (-0.744, 1.253, 0.325)  0.10
C (-2.127, 0.600, 0.591)  0.78
O (-3.041, 1.284, 0.971)  -0.59
O (-2.188, -0.683, 0.357)  -0.68
C (-0.822, 2.225, -0.839)  -0.09
C (-1.780, 2.056, -1.836)  -0.13
C (-1.775, 2.878, -2.952)  -0.22
C (-0.813, 3.869, -3.085)  -0.20
C (0.146, 4.039, -2.098)  -0.21
C (0.142, 3.220, -0.978)  -0.20
C (-0.217, 1.868, 1.606)  -0.07
C (-0.852, 2.997, 2.120)  -0.13
C (-0.408, 3.568, 3.300)  -0.22
C (0.673, 3.020, 3.980)  -0.21
C (1.302, 1.895, 3.474)  -0.21
C (0.857, 1.316, 2.291)  -0.21
H (0.648, 0.446, -0.867)  0.52
H (-2.540, 1.291, -1.739)  0.22
H (-2.527, 2.745, -3.718)  0.22
H (-0.815, 4.512, -3.955)  0.22
H (0.895, 4.814, -2.193)  0.22
H (0.881, 3.363, -0.199)  0.23
H (-1.702, 3.414, 1.596)  0.23
H (-0.910, 4.442, 3.693)  0.22
H (1.019, 3.468, 4.902)  0.21
H (2.140, 1.457, 4.001)  0.21
H (1.341, 0.428, 1.910)  0.22
F (-2.721, -2.512, -4.136)  -0.59
Te (-2.347, -2.991, -2.395)  3.42
F (-3.850, -2.001, -1.977)  -0.60
F (-3.354, -4.522, -2.553)  -0.60
F (-0.893, -3.872, -3.141)  -0.61
F (-1.283, -1.353, -2.315)  -0.62
O (-1.792, -3.210, -0.673)  -1.02